# 1
{"formula": "ClH5N3PS", "method": "ωB97M-V with the def2-TZVPD basis set", "symbols": ["N", "N", "N", "P", "S", "Cl", "H", "H", "H", "H", "H"], "positions_angstrom": [[0.1469, 0.4941, 1.4010], [0.0624, 0.4691, -1.4020], [-0.5960, -1.8685, 0.2378], [0.1883, -0.4213, 0.0456], [-2.1081, -0.8343, -0.0746], [2.1310, -0.8233, -0.0063], [-0.6500, 1.0503, 1.6903], [0.9411, 1.0237, 1.7320], [0.9242, 0.8457, -1.7045], [-0.7897, 1.0151, -1.3827], [-0.4947, -2.5778, -0.4993]], "forces_ev_per_a": [[-0.09, 1.02, 1.30], [-0.47, -1.69, 1.54], [0.15, 0.74, -0.64], [-2.72, 0.73, -1.09], [0.34, -0.33, 0.56], [1.33, -0.37, -0.07], [-0.42, -0.80, -0.58], [0.61, -0.64, -0.40], [0.68, 0.76, -0.46], [0.43, 0.08, -0.47], [0.17, 0.49, 0.31]], "relative_energy_kcal_mol": 0.00, "e_tot_ha": -1367.02967, "smiles": "NP1(N)(Cl)NS1", "homo_lumo_gap_ev": 8.51}

---

# 2
{"formula": "C46H87FN3O14S9", "method": "ωB97M-V with the def2-TZVPD basis set", "symbols": ["C", "C", "C", "N", "C", "C", "C", "C", "F", "C", "C", "N", "C", "C", "C", "C", "S", "C", "S", "N", "C", "C", "C", "C", "H", "H", "H", "H", "H", "H", "H", "H", "H", "H", "H", "H", "H", "H", "H", "H", "H", "H", "H", "H", "H", "H", "H", "H", "H", "H", "H", "H", "H", "H", "H", "C", "C", "C", "S", "O", "O", "C", "H", "H", "H", "H", "H", "H", "H", "H", "C", "C", "C", "S", "O", "O", "C", "H", "H", "H", "H", "H", "H", "H", "H", "C", "C", "C", "S", "O", "O", "C", "H", "H", "H", "H", "H", "H", "H", "H", "C", "C", "C", "S", "O", "O", "C", "H", "H", "H", "H", "H", "H", "H", "H", "C", "C", "C", "S", "O", "O", "C", "H", "H", "H", "H", "H", "H", "H", "H", "C", "C", "C", "S", "O", "O", "C", "H", "H", "H", "H", "H", "H", "H", "H", "C", "C", "C", "S", "O", "O", "C", "H", "H", "H", "H", "H", "H", "H", "H"], "positions_angstrom": [[-0.0487, -1.6161, 5.2305], [-0.7467, -0.9778, 3.8898], [-1.0470, -2.0704, 2.6892], [-0.3458, -1.7544, 1.3768], [-1.3111, -1.0951, 0.3785], [-1.0182, 0.4492, -0.1070], [0.2552, 1.3823, 0.3380], [0.0896, 2.0980, 1.8158], [1.5828, 0.6775, 0.1843], [-2.0931, 1.1047, -1.1775], [-3.3614, 0.1845, -1.6756], [-3.5703, -1.2578, -1.1802], [-2.6296, -1.9525, -0.1892], [-2.9391, -3.5073, 0.2289], [-4.1661, -3.7102, 1.2970], [-5.5368, -2.8797, 0.9489], [-6.7217, -3.2110, 2.4109], [-7.7312, -1.6163, 2.6989], [-9.0178, -1.7181, 3.8031], [-7.3127, -0.4137, 1.8900], [-7.9385, -0.3648, 0.5169], [-9.4295, -1.0339, 0.3987], [-7.4203, 0.8886, 2.6453], [-6.0549, 1.0215, 3.5753], [0.3734, -2.6799, 4.9860], [-0.8569, -1.6736, 6.0902], [0.7986, -0.8448, 5.5608], [-1.7897, -0.5201, 4.2471], [-0.0545, -0.1135, 3.5114], [-2.2184, -2.1098, 2.5672], [-0.6805, -3.1234, 3.0606], [0.4389, -1.1038, 1.6252], [0.3065, 2.2787, -0.4485], [0.9836, 1.6834, 2.4870], [0.2859, 3.2517, 1.7074], [-0.9011, 1.8250, 2.3774], [-1.9561, 2.2059, -1.6058], [-4.1139, 0.7063, -2.4414], [-4.4269, -1.7386, -1.5905], [-1.9583, -3.9778, 0.6825], [-3.2064, -4.1113, -0.7389], [-4.4599, -4.8665, 1.2527], [-3.8967, -3.4928, 2.4148], [-6.0858, -3.3623, 0.0050], [-5.3000, -1.7414, 0.8102], [-7.2347, -0.9656, -0.2347], [-8.0007, 0.7287, 0.0787], [-9.7773, -0.8990, -0.7323], [-9.4464, -2.2143, 0.5769], [-10.1509, -0.4587, 1.1211], [-8.4175, 1.0491, 3.2350], [-7.3540, 1.7924, 1.8681], [-5.7518, 2.1670, 3.6480], [-5.1505, 0.5043, 2.9925], [-6.1381, 0.4992, 4.6192], [-3.2742, 6.5757, 3.2274], [-3.2774, 6.4870, 4.7527], [-3.6334, 5.0495, 5.1279], [-3.0791, 4.0272, 3.7716], [-4.2381, 3.4349, 3.1376], [-1.9427, 3.2378, 4.2029], [-2.4943, 5.3615, 2.7453], [-2.8236, 7.5084, 2.8757], [-4.3039, 6.5339, 2.8525], [-2.2785, 6.7313, 5.1343], [-3.9813, 7.1971, 5.1979], [-3.1310, 4.7374, 6.0469], [-4.7141, 4.9187, 5.2311], [-2.6692, 5.1284, 1.6936], [-1.4230, 5.4822, 2.9316], [3.2549, 1.6790, -2.1906], [4.3217, 0.7305, -2.7356], [4.6327, 1.1640, -4.1672], [4.2968, 2.9170, -4.2426], [3.1789, 3.1338, -5.1367], [5.5476, 3.6369, -4.3760], [3.7177, 3.0791, -2.5651], [3.1311, 1.5725, -1.1090], [2.2905, 1.4626, -2.6654], [5.2272, 0.8086, -2.1216], [3.9914, -0.3124, -2.7018], [5.6796, 0.9833, -4.4237], [3.9806, 0.6627, -4.8877], [2.9206, 3.8228, -2.5151], [4.5648, 3.3922, -1.9474], [-0.8130, -2.1237, -4.2906], [0.2283, -3.2364, -4.4004], [-0.3884, -4.5019, -3.8069], [-2.1538, -4.3522, -4.0359], [-2.7799, -4.2479, -2.7347], [-2.5887, -5.3119, -5.0311], [-2.1197, -2.7322, -4.7776], [-0.5336, -1.2463, -4.8811], [-0.9111, -1.8111, -3.2441], [0.4719, -3.4050, -5.4564], [1.1583, -2.9724, -3.8873], [-0.0310, -5.4005, -4.3161], [-0.1911, -4.5781, -2.7341], [-2.9990, -2.1626, -4.4720], [-2.1131, -2.8616, -5.8640], [3.6531, 0.9136, -8.9358], [4.5405, -0.2894, -9.2520], [4.2418, -1.3661, -8.2100], [2.5533, -1.1027, -7.6892], [2.5572, -0.7087, -6.2960], [1.7265, -2.1838, -8.1871], [2.2637, 0.3466, -8.6848], [3.6487, 1.6409, -9.7529], [4.0214, 1.4180, -8.0346], [4.2991, -0.6676, -10.2528], [5.6016, -0.0213, -9.2497], [4.3400, -2.3704, -8.6298], [4.8869, -1.2641, -7.3330], [1.6065, 1.0385, -8.1554], [1.7959, 0.0225, -9.6193], [9.9870, 2.2837, -5.6589], [11.0283, 1.1710, -5.7687], [10.4116, -0.0945, -5.1752], [8.6462, 0.0552, -5.4042], [8.0201, 0.1595, -4.1029], [8.2113, -0.9045, -6.3994], [8.6803, 1.6752, -6.1458], [10.2664, 3.1611, -6.2494], [9.8889, 2.5963, -4.6124], [11.2719, 1.0023, -6.8247], [11.9583, 1.4350, -5.2556], [10.7690, -0.9931, -5.6844], [10.6089, -0.1707, -4.1024], [7.8010, 2.2447, -5.8402], [8.6869, 1.5458, -7.2322], [-3.5472, -5.3955, 7.7444], [-3.6421, -5.7894, 6.2712], [-2.3356, -5.3701, 5.5993], [-1.0836, -5.4093, 6.8730], [-0.6149, -4.0584, 7.0999], [-0.1781, -6.5118, 6.6179], [-2.1746, -5.8600, 8.2080], [-4.3465, -5.8484, 8.3382], [-3.6278, -4.3062, 7.8418], [-3.7655, -6.8763, 6.1916], [-4.5042, -5.3247, 5.7827], [-2.0580, -6.0570, 4.7958], [-2.3942, -4.3488, 5.2129], [-1.8495, -5.3825, 9.1339], [-2.1422, -6.9485, 8.3137], [4.0582, 2.8799, 5.4876], [3.5011, 2.9287, 4.0656], [2.1435, 3.6265, 4.1286], [2.2137, 4.7306, 5.5314], [1.2679, 4.2714, 6.5267], [2.2389, 6.1005, 5.0591], [3.8539, 4.2752, 6.0586], [5.1131, 2.5907, 5.5008], [3.4978, 2.1461, 6.0792], [4.1822, 3.5039, 3.4267], [3.4109, 1.9279, 3.6318], [1.9453, 4.2035, 3.2218], [1.3338, 2.9119, 4.3000], [3.9189, 4.3075, 7.1476], [4.5571, 4.9881, 5.6177]], "forces_ev_per_a": [[-0.27, 0.76, -0.21], [-0.54, 0.11, 0.52], [-0.67, -0.45, 1.69], [-2.96, 2.00, -1.08], [-0.57, 1.61, -0.95], [-3.09, -1.94, -1.98], [-0.25, 1.04, -0.68], [1.36, -0.90, 0.26], [-3.34, 1.10, 0.76], [-0.75, -4.40, 1.17], [3.07, 0.31, 2.19], [3.30, 2.93, 1.07], [0.79, 2.54, -0.77], [-0.02, 0.22, -0.05], [-0.93, -0.69, 0.13], [0.40, -0.52, -0.52], [-0.40, 2.44, -0.84], [-0.36, 0.30, -0.32], [2.67, 0.27, -1.85], [-1.63, -0.60, 0.86], [-0.49, -1.23, -1.84], [0.07, 0.07, -0.86], [1.17, 1.39, 0.38], [0.20, 0.34, -0.56], [-0.64, 2.13, 0.76], [1.92, -0.11, -1.79], [-1.75, -2.02, -0.54], [2.36, -0.72, -1.05], [-1.46, -1.60, 0.47], [2.48, -0.02, -0.08], [-0.71, 1.97, -0.79], [-1.00, -0.61, -0.88], [-0.07, -2.28, 1.51], [-1.92, 0.83, -1.50], [-0.71, -2.37, 0.19], [1.83, 0.76, -1.31], [-0.43, -2.75, 1.04], [1.62, -1.81, 1.95], [1.72, 0.45, 0.96], [-1.88, 1.22, -0.97], [0.62, 1.46, 1.74], [0.82, 2.47, 0.09], [-0.24, -0.23, -2.22], [1.39, 1.28, 1.87], [-0.77, -2.12, 0.45], [-1.39, 1.18, 1.50], [0.28, -2.14, 1.35], [0.63, -0.10, 2.47], [0.14, 2.75, -0.06], [1.25, -1.36, -1.44], [1.87, -0.57, -0.95], [-0.15, -2.22, 1.48], [-0.87, -2.75, 0.22], [-2.06, 1.06, 1.16], [0.00, 1.10, -1.96], [-0.21, 0.23, -0.08], [0.17, 0.34, 0.15], [-0.23, 0.23, 0.60], [0.29, 0.23, 0.27], [0.58, 0.01, -0.05], [-0.44, -0.28, -0.37], [0.19, 0.35, -0.39], [-0.08, -0.16, 0.03], [0.15, 0.00, -0.02], [-0.15, -0.05, -0.06], [0.13, -0.15, -0.05], [-0.11, -0.15, -0.22], [0.17, -0.12, -0.10], [0.01, -0.15, 0.14], [-0.12, -0.08, 0.03], [-0.12, -0.09, 0.17], [0.14, -0.22, 0.22], [0.16, -0.59, -0.17], [0.35, -0.03, -0.02], [0.35, 0.19, 0.04], [-0.50, -0.01, -0.31], [-0.25, 0.12, 0.50], [0.05, 0.05, -0.28], [0.06, 0.05, 0.05], [-0.12, -0.02, -0.10], [0.09, 0.16, -0.04], [-0.15, 0.14, -0.01], [0.01, 0.18, 0.04], [0.18, 0.04, -0.17], [-0.07, 0.00, -0.16], [0.13, 0.23, 0.08], [0.32, 0.13, -0.25], [0.61, -0.17, 0.22], [0.21, -0.53, -1.28], [-0.32, -0.06, 0.02], [-0.13, 0.39, 0.91], [-0.04, 0.53, -0.13], [-0.02, -0.14, 0.09], [-0.04, 0.02, -0.04], [-0.02, 0.08, 0.17], [-0.15, -0.07, -0.13], [-0.26, 0.06, 0.17], [-0.15, -0.04, -0.12], [-0.03, -0.21, -0.05], [-0.05, -0.08, 0.17], [0.19, 0.22, 0.07], [0.18, 0.07, -0.34], [0.64, -0.23, -0.07], [-0.07, -0.15, -0.60], [-0.29, -0.30, 0.06], [0.03, 0.23, 0.67], [-0.16, 0.49, -0.22], [-0.02, -0.09, 0.16], [-0.11, 0.00, -0.10], [0.03, 0.05, 0.15], [-0.17, -0.10, 0.02], [-0.14, 0.11, 0.25], [-0.16, -0.04, -0.05], [0.01, -0.20, 0.04], [0.03, -0.05, 0.18], [0.11, 0.22, 0.16], [0.30, 0.13, -0.20], [0.66, -0.23, 0.15], [0.03, -0.04, -0.41], [-0.16, -0.25, -0.28], [-0.24, 0.13, 0.55], [-0.09, 0.51, -0.18], [-0.08, -0.12, 0.11], [-0.04, 0.00, -0.16], [-0.04, 0.02, 0.16], [-0.15, -0.08, -0.10], [-0.24, 0.05, 0.18], [-0.17, -0.03, -0.15], [-0.03, -0.16, 0.02], [-0.03, -0.08, 0.15], [-0.21, 0.18, 0.08], [-0.35, -0.19, -0.08], [-0.40, 0.02, -0.63], [0.43, -0.49, 0.26], [0.09, -0.45, -0.14], [-0.12, 0.74, 0.02], [-0.33, -0.09, 0.43], [0.13, 0.09, -0.08], [0.01, -0.14, 0.05], [0.03, 0.16, 0.01], [0.13, -0.09, 0.05], [0.16, 0.17, 0.16], [0.12, -0.08, 0.12], [0.15, -0.06, -0.18], [0.09, 0.15, -0.05], [0.05, -0.28, 0.10], [0.24, -0.10, -0.27], [-0.13, -0.38, -0.55], [-0.01, 0.48, 0.31], [0.19, 0.37, -0.41], [-0.36, -0.46, 0.27], [0.49, -0.14, 0.19], [-0.17, 0.04, 0.02], [0.10, 0.11, -0.03], [-0.09, -0.09, 0.09], [0.03, 0.13, 0.03], [-0.09, 0.03, 0.27], [0.03, 0.25, 0.14], [-0.15, 0.13, -0.14], [-0.16, -0.03, 0.07]], "charge": 1, "e_tot_ha": -6705.34939, "homo_lumo_gap_ev": 6.09}

---

Asked for max |F| across the records above, the calculation gives 3.02 4.62 eV/A in order.
Asked for LUMO level across the records above, the calculation gives 0.658 -4.470 eV in order.